[1]
An isolated molecule of C5H13NS2. Source: the Open Molecules 2025 dataset; level of theory: the ωB97M-V functional and the def2-TZVPD basis.

ORCA input file:
```
! RIJCOSX wB97M-V def2-TZVPD def2/J DEFGRID3
* xyz 0 1
N -2.427 -0.968 -1.618
C -1.557 0.101 -1.135
C -1.779 1.488 -1.775
C -0.105 -0.324 -1.026
S 0.815 0.869 -0.011
S 2.658 0.025 0.200
C 2.807 -0.359 1.987
C 1.495 -0.435 2.773
H -1.926 -1.771 -1.982
H -3.049 -0.713 -2.376
H -1.967 0.305 -0.141
H -2.181 1.513 -2.789
H -0.843 2.052 -1.736
H -2.474 2.107 -1.204
H -0.086 -1.303 -0.549
H 0.313 -0.350 -2.028
H 3.363 -1.279 2.152
H 3.419 0.440 2.390
H 1.188 0.548 3.097
H 1.681 -1.136 3.584
H 0.655 -0.812 2.189
*
```

energy above the lowest of the compared OMol25 structures with the same formula, charge and spin: 0.542 eV
energy: -1049.4169 Ha
SMILES: CCSSC[C@@H](C)N
LUMO level: 0.8 eV
gap between HOMO and LUMO: 9.33 eV

[2]
A cluster of 11 separate species, C54H141N11O16 in total. Source: the Open Molecules 2025 dataset; level of theory: the ωB97M-V functional and the def2-TZVPD basis.

ORCA input file:
```
! RIJCOSX wB97M-V def2-TZVPD def2/J DEFGRID3
* xyz 0 1
C -0.268 9.210 -1.514
C -0.106 8.948 -3.024
C -0.366 7.451 -3.420
O -0.554 7.358 -4.863
C -0.582 6.080 -5.418
N -1.084 9.797 -3.636
H -0.472 10.227 -1.181
H 0.553 8.938 -0.851
H -1.166 8.697 -1.168
H 0.811 9.334 -3.470
H -1.305 7.154 -2.953
H 0.404 6.773 -3.052
H 0.260 5.396 -5.314
H -0.779 6.218 -6.482
H -1.434 5.479 -5.099
H -1.213 9.345 -4.531
H -1.983 9.669 -3.194
C -3.918 -3.732 -2.191
C -2.560 -3.936 -2.797
C -2.373 -2.994 -3.946
O -3.372 -3.295 -4.969
C -3.207 -2.439 -6.138
N -1.650 -3.601 -1.693
H -4.748 -3.990 -2.849
H -4.189 -2.737 -1.837
H -4.111 -4.355 -1.318
H -2.541 -4.981 -3.109
H -1.371 -3.064 -4.369
H -2.387 -1.958 -3.609
H -2.765 -2.964 -6.986
H -2.627 -1.539 -5.936
H -4.190 -2.077 -6.439
H -0.874 -4.071 -2.136
H -1.885 -4.156 -0.883
C 1.932 -6.514 3.767
C 0.885 -5.721 4.545
C 1.434 -4.263 4.782
O 2.571 -4.272 5.664
C 3.162 -2.974 5.576
N -0.384 -5.761 3.865
H 2.860 -6.576 4.336
H 2.218 -6.015 2.841
H 1.577 -7.503 3.478
H 0.681 -6.237 5.483
H 0.670 -3.611 5.206
H 1.722 -3.850 3.816
H 2.447 -2.186 5.814
H 3.393 -2.738 4.538
H 4.103 -2.918 6.124
H -0.592 -6.744 3.967
H -1.055 -5.334 4.487
C -5.267 -1.698 5.175
C -6.303 -2.631 5.782
C -7.561 -2.862 4.882
O -8.429 -3.890 5.354
C -9.286 -3.519 6.475
N -5.603 -3.888 6.146
H -4.552 -1.301 5.896
H -5.747 -0.819 4.746
H -4.620 -2.193 4.452
H -6.681 -2.368 6.770
H -7.292 -3.185 3.877
H -8.102 -1.929 4.724
H -8.706 -3.339 7.380
H -9.928 -4.352 6.761
H -9.930 -2.686 6.193
H -5.097 -3.776 7.013
H -6.263 -4.647 6.229
C -6.715 11.682 0.480
C -6.868 12.203 -0.953
C -6.319 13.625 -1.075
O -7.240 14.566 -0.482
C -6.851 15.965 -0.519
N -6.246 11.279 -1.910
H -5.662 11.645 0.760
H -7.152 10.700 0.660
H -7.164 12.331 1.231
H -7.924 12.092 -1.198
H -5.970 13.889 -2.074
H -5.362 13.734 -0.564
H -7.610 16.588 -0.044
H -6.761 16.333 -1.541
H -5.893 16.213 -0.061
H -6.886 10.498 -1.939
H -6.243 11.544 -2.885
C 10.946 -6.802 -2.956
C 10.511 -5.383 -2.596
C 10.495 -5.062 -1.084
O 9.717 -6.044 -0.349
C 9.563 -5.723 1.020
N 11.268 -4.453 -3.438
H 11.928 -6.922 -2.500
H 11.081 -7.128 -3.987
H 10.112 -7.409 -2.605
H 9.481 -5.336 -2.952
H 10.113 -4.067 -0.852
H 11.529 -5.007 -0.743
H 9.175 -4.714 1.156
H 10.477 -5.900 1.586
H 8.734 -6.344 1.362
H 11.158 -4.754 -4.396
H 10.658 -3.651 -3.505
C -1.497 3.523 9.759
O -2.183 4.708 9.257
C -3.167 4.437 8.301
C -3.851 5.803 7.944
N -5.087 5.661 7.206
C -5.549 6.956 6.716
C -6.296 7.823 7.825
O -5.371 8.323 8.741
C -6.007 8.800 9.945
H -2.229 2.908 10.283
H -0.698 3.666 10.488
H -1.101 2.912 8.948
H -3.846 3.686 8.704
H -2.715 4.028 7.397
H -3.187 6.424 7.343
H -4.026 6.374 8.855
H -5.637 5.476 8.034
H -6.316 6.774 5.962
H -4.877 7.638 6.194
H -7.084 7.209 8.260
H -6.824 8.642 7.335
H -6.633 9.673 9.759
H -5.202 9.133 10.600
H -6.527 8.011 10.488
C -8.496 2.188 -3.675
O -8.079 3.495 -4.163
C -7.525 4.447 -3.154
C -8.522 4.890 -2.083
N -9.608 5.697 -2.624
C -10.544 6.085 -1.570
C -11.588 7.113 -2.058
O -12.617 7.242 -1.135
C -13.603 6.202 -1.013
H -8.705 1.541 -4.527
H -9.454 2.316 -3.171
H -7.854 1.763 -2.904
H -7.137 5.240 -3.793
H -6.686 3.930 -2.688
H -7.991 5.487 -1.340
H -8.890 4.042 -1.505
H -10.105 5.211 -3.357
H -10.031 6.538 -0.722
H -11.010 5.182 -1.175
H -12.003 6.768 -3.005
H -11.163 8.102 -2.226
H -13.208 5.351 -0.458
H -13.979 5.857 -1.976
H -14.411 6.568 -0.381
C -1.640 2.811 0.922
O -0.728 2.411 -0.049
C 0.103 1.347 0.292
C 1.248 1.142 -0.698
N 1.823 -0.149 -0.424
C 2.873 -0.493 -1.410
C 3.527 -1.841 -1.036
O 2.617 -2.910 -1.379
C 3.368 -4.090 -1.768
H -2.382 2.054 1.175
H -2.209 3.682 0.595
H -1.135 3.088 1.847
H -0.636 0.558 0.151
H 0.455 1.349 1.324
H 1.933 1.988 -0.655
H 0.821 1.102 -1.700
H 1.228 -0.963 -0.379
H 3.692 0.192 -1.627
H 2.414 -0.650 -2.387
H 3.786 -1.848 0.023
H 4.411 -1.927 -1.668
H 4.029 -3.846 -2.599
H 2.763 -4.966 -2.003
H 3.993 -4.437 -0.946
C 5.808 -12.741 -1.493
O 7.203 -12.509 -1.243
C 7.437 -12.372 0.173
C 8.956 -12.243 0.362
N 9.582 -13.583 0.274
C 11.054 -13.488 0.271
C 11.810 -14.778 -0.135
O 11.897 -14.900 -1.548
C 12.607 -16.070 -1.929
H 5.210 -11.836 -1.380
H 5.376 -13.515 -0.858
H 5.743 -13.129 -2.509
H 7.089 -13.287 0.652
H 6.862 -11.521 0.540
H 9.230 -11.789 1.315
H 9.353 -11.592 -0.417
H 9.160 -14.019 -0.534
H 11.312 -13.093 1.253
H 11.340 -12.693 -0.418
H 11.335 -15.645 0.324
H 12.770 -14.600 0.350
H 13.680 -15.954 -1.777
H 12.569 -16.285 -2.997
H 12.394 -17.046 -1.493
C 4.393 -3.159 -7.504
O 5.401 -2.152 -7.361
C 6.728 -2.650 -7.477
C 7.739 -1.427 -7.155
N 7.682 -0.923 -5.785
C 8.377 0.389 -5.675
C 8.356 1.074 -4.310
O 7.141 1.806 -4.087
C 7.133 2.537 -2.890
H 4.187 -3.328 -8.560
H 3.488 -2.700 -7.107
H 4.612 -4.102 -7.002
H 6.810 -2.958 -8.519
H 6.937 -3.480 -6.802
H 7.532 -0.604 -7.838
H 8.734 -1.797 -7.405
H 6.721 -0.886 -5.477
H 8.235 1.104 -6.485
H 9.423 0.181 -5.901
H 9.192 1.772 -4.275
H 8.494 0.316 -3.539
H 7.861 3.347 -2.919
H 7.392 1.877 -2.063
H 6.133 2.929 -2.704
*
```

energy above the lowest of the compared OMol25 structures with the same formula, charge and spin: 5.309 eV
energy: -3947.5970 Ha
SMILES: COC[C@H](C)N.COC[C@H](C)N.COC[C@H](C)N.COC[C@H](C)N.COC[C@H](C)N.COC[C@H](C)N.COCCNCCOC.COCCNCCOC.COCCNCCOC.COCCNCCOC.COCCNCCOC
LUMO level: 0.3 eV
gap between HOMO and LUMO: 8.90 eV

[3]
A structure of composition C14H21ClKNO5SSi. Source: the Open Molecules 2025 dataset; level of theory: the ωB97M-V functional and the def2-TZVPD basis.

ORCA input file:
```
! RIJCOSX wB97M-V def2-TZVPD def2/J DEFGRID3
* xyz -2 1
K -0.784 -0.341 -0.055
C -5.324 -0.748 0.983
C -4.633 -0.008 -0.166
C -5.575 0.152 -1.353
O -4.174 1.259 0.293
C -3.301 -0.735 -0.603
O -2.772 -1.456 0.250
O -2.882 -0.479 -1.737
H -6.349 -0.395 1.117
H -4.759 -0.582 1.896
H -5.336 -1.816 0.788
H -6.425 0.788 -1.082
H -5.938 -0.823 -1.672
H -5.026 0.609 -2.172
H -4.883 1.906 0.206
C 0.540 -6.034 -1.332
Si 1.614 -6.320 0.226
C 0.535 -6.712 1.759
C 2.530 -7.999 -0.097
C 2.953 -5.001 0.263
C 4.279 -5.121 -0.079
C 5.078 -3.977 -0.150
C 4.477 -2.754 0.098
N 3.217 -2.599 0.451
C 2.457 -3.698 0.558
S 0.843 -3.599 1.045
H 0.034 -6.936 -1.664
H 1.153 -5.670 -2.154
H -0.210 -5.280 -1.127
H 0.532 -7.769 2.015
H -0.486 -6.401 1.575
H 0.879 -6.155 2.622
H 1.820 -8.812 -0.211
H 3.186 -8.266 0.726
H 3.130 -7.974 -1.002
H 4.708 -6.093 -0.298
H 6.125 -4.036 -0.422
H 5.044 -1.831 -0.001
Cl -2.406 4.068 0.554
C -1.302 3.064 1.477
C 0.022 2.823 0.645
O 0.776 3.788 0.546
O 0.141 1.670 0.206
H -1.811 2.120 1.671
H -1.087 3.602 2.404
*
```

energy: -2725.0067 Ha
LUMO level: 4.5 eV
gap between HOMO and LUMO: 6.15 eV

[4]
A cluster of 35 separate species, C13H87F13NO35S2 in total. Source: the Open Molecules 2025 dataset; level of theory: the ωB97M-V functional and the def2-TZVPD basis.

ORCA input file:
```
! RIJCOSX wB97M-V def2-TZVPD def2/J DEFGRID3
* xyz 1 1
C 5.905 1.600 -0.465
C 4.532 1.903 0.298
C 3.638 0.568 0.577
C 2.762 0.871 1.879
S 2.623 0.358 -0.986
C 1.161 1.537 -0.949
C -0.167 0.841 -0.420
C -1.517 1.515 -0.988
F -1.973 0.638 -2.010
F -1.208 2.815 -1.495
C -2.589 1.736 0.180
F -1.943 2.609 1.103
F -2.718 0.510 0.840
C -3.964 2.411 -0.262
F -3.889 3.759 0.201
F -4.086 2.567 -1.665
C -5.253 1.807 0.441
F -5.046 1.585 1.854
F -6.253 2.849 0.387
S -6.037 0.317 -0.357
F -4.650 -0.173 -1.120
F -6.615 1.147 -1.660
F -7.489 0.723 0.445
F -5.665 -0.583 1.021
F -6.785 -1.036 -0.952
N 2.011 -1.286 -1.097
C 1.865 -1.918 0.254
C 2.876 -2.088 -1.993
C 2.692 -3.685 -2.028
O 3.718 -1.578 -2.754
H 5.773 1.892 -1.567
H 6.688 2.340 -0.063
H 6.278 0.532 -0.382
H 4.641 2.552 1.229
H 3.891 2.529 -0.431
H 4.404 -0.278 0.711
H 2.597 -0.135 2.412
H 1.768 1.376 1.693
H 3.377 1.497 2.619
H 1.467 2.346 -0.195
H 1.097 1.969 -1.999
H -0.188 0.960 0.709
H -0.265 -0.263 -0.660
H 1.339 -2.936 0.198
H 1.189 -1.250 0.871
H 2.886 -2.114 0.711
H 1.569 -3.897 -2.172
H 3.264 -4.156 -2.884
H 2.960 -4.166 -1.032
O -3.268 0.494 3.990
H -3.739 0.935 3.274
H -3.943 0.369 4.674
O 4.087 -1.555 -5.790
H 4.005 -0.736 -6.291
H 3.890 -1.295 -4.881
O -5.728 4.450 2.998
H -5.899 5.054 2.264
H -5.323 3.689 2.575
O -8.737 -3.640 -0.424
H -8.379 -3.984 0.408
H -8.217 -2.846 -0.591
O 4.550 -5.399 -1.110
H 4.387 -6.338 -1.271
H 5.411 -5.384 -0.674
O -7.597 -3.454 2.209
H -8.138 -3.348 3.001
H -7.267 -2.565 2.031
O 5.661 3.974 2.516
H 6.570 4.239 2.328
H 5.303 4.712 3.024
O -4.852 1.446 6.380
H -5.026 2.266 5.902
H -4.984 1.684 7.308
O 5.651 -7.975 -0.589
H 5.487 -8.913 -0.750
H 6.512 -7.961 -0.152
O -10.280 0.208 -0.971
H -10.388 -0.736 -1.144
H -9.393 0.277 -0.594
O 0.846 2.783 3.112
H 0.057 3.337 3.143
H 1.226 2.872 3.995
O -0.944 1.620 4.980
H -1.567 1.475 4.256
H -1.104 0.879 5.576
O 0.680 -1.016 -4.060
H -0.108 -0.456 -4.022
H 1.066 -0.938 -3.179
O -2.626 -1.982 -0.524
H -3.032 -2.720 -0.052
H -3.371 -1.451 -0.837
O 7.323 1.348 -3.302
H 7.243 1.942 -4.063
H 7.712 0.544 -3.674
O 7.671 4.004 -5.099
H 8.581 4.265 -5.289
H 7.317 4.744 -4.592
O -0.590 -3.944 0.378
H -0.972 -4.694 0.852
H -1.357 -3.438 0.077
O 5.613 -5.625 1.757
H 5.115 -5.437 2.561
H 5.172 -6.400 1.385
O -7.426 6.602 4.196
H -7.606 7.210 3.465
H -7.018 5.837 3.773
O 0.132 -2.593 -7.147
H -0.654 -2.036 -7.109
H 0.517 -2.514 -6.265
O -1.344 1.944 -4.541
H -1.754 2.395 -5.289
H -2.059 1.860 -3.899
O -8.258 7.539 1.572
H -8.159 7.033 0.758
H -8.856 8.257 1.329
O 9.037 -0.733 -5.049
H 9.911 -1.045 -4.791
H 8.624 -1.507 -5.454
O 10.186 2.705 -4.145
H 9.689 2.897 -3.339
H 9.746 1.926 -4.509
O -9.792 3.318 -1.177
H -9.901 2.374 -1.349
H -8.907 3.389 -0.802
O -7.117 1.702 8.051
H -7.017 1.190 7.238
H -7.717 2.417 7.804
O -12.244 2.261 -2.641
H -12.603 2.924 -2.040
H -11.887 1.583 -2.054
O 7.074 -3.385 0.694
H 6.559 -4.065 1.155
H 6.408 -2.801 0.315
O 9.011 -3.546 -5.049
H 9.886 -3.859 -4.790
H 8.598 -4.317 -5.454
O 10.969 5.641 -3.463
H 10.807 4.701 -3.615
H 11.832 5.663 -3.034
O -2.739 3.708 6.729
H -2.811 4.297 5.970
H -2.346 2.903 6.365
O -0.341 -4.719 3.232
H -0.870 -4.648 4.037
H -0.064 -3.812 3.055
O 3.045 -6.174 1.049
H 2.669 -5.719 0.288
H 2.309 -6.237 1.672
O 0.016 -7.438 4.455
H -0.205 -6.621 3.988
H -0.129 -7.226 5.384
*
```

energy: -5329.7902 Ha
LUMO level: -5.1 eV
gap between HOMO and LUMO: 7.02 eV

[5]
A structure of composition C15H29I2N2O4P2Pr. Source: the Open Molecules 2025 dataset; level of theory: the ωB97M-V functional and the def2-TZVPD basis.

ORCA input file:
```
! RIJCOSX wB97M-V def2-TZVPD def2/J DEFGRID3
* xyz 2 3
I -0.016 -0.926 -5.058
I -0.019 1.790 -3.600
Pr -0.046 1.110 0.631
P -2.694 0.038 -0.083
C -3.618 -0.074 -1.639
C -3.342 -1.420 0.849
H -4.455 -1.534 0.898
H -4.524 1.298 1.096
H -2.977 -1.374 1.902
H -2.886 1.630 1.743
H -3.317 -0.979 -2.208
H -2.904 -2.356 0.446
C -3.471 1.435 0.817
H -4.740 -0.076 -1.573
H -3.392 2.341 0.195
H -3.327 0.783 -2.289
P 2.653 0.036 -0.024
C 3.597 -0.058 -1.576
C 3.433 1.423 0.898
H 2.970 -1.373 1.963
H 4.417 -1.561 0.918
H 2.841 -2.362 0.514
C 3.304 -1.436 0.901
H 2.817 1.621 1.805
H 4.477 1.258 1.207
H 4.711 -0.075 -1.492
H 3.318 0.811 -2.214
H 3.390 2.333 0.271
H 3.297 -0.954 -2.160
C -0.003 -0.646 -1.024
O 0.057 -1.341 -2.002
C -2.356 1.294 5.216
C -1.743 -0.053 5.241
C -0.280 -0.253 4.640
C 0.788 0.465 5.655
C 0.753 1.929 5.884
C -0.006 -1.708 4.742
O 0.214 -2.109 5.889
N -0.022 -2.568 3.656
C -0.015 -2.151 2.314
O 0.020 -2.940 1.369
N -0.036 -0.744 2.250
C -0.147 0.103 3.267
O -0.174 1.371 2.977
H -1.868 1.957 5.923
H -3.392 1.143 5.536
H -2.371 1.716 4.199
H -1.603 -0.360 6.286
H -2.471 -0.729 4.788
H 0.587 0.020 6.639
H 1.832 0.192 5.390
H 0.190 2.138 6.803
H 1.792 2.225 6.086
H 0.367 2.422 4.999
H 0.071 -3.569 3.813
*
```

energy: -2794.0416 Ha
<S²>: 2.003
LUMO level (spin up / spin down): -8.7 / -8.7 eV
gap between HOMO and LUMO (spin up / spin down): 6.43 / 6.43 eV